C41H46N3PTb | ωB97M-V/def2-TZVPD

Calculated values
Multiplicity: 7
Charge: -1
Strongest force on any atom (eV/A): 3.2
LUMO (spin up / spin down) (eV): 2.4332 / 2.4525
Highest occupied orbital energy (spin up / spin down) (eV): -1.510 / -1.693

```
92
C41H46N3PTb ωB97M-V/def2-TZVPD
Tb 1.12 -0.14 -0.29
N -0.90 -3.13 1.21
N 2.83 -1.03 -1.51
C 1.14 2.53 -0.63
C 2.50 2.14 -0.49
C 2.67 1.52 0.78
C 3.89 0.81 1.25
H 4.78 1.22 0.75
H 3.85 -0.27 1.03
H 4.02 0.93 2.33
C 1.43 1.65 1.50
C 1.20 1.17 2.88
H 0.87 1.99 3.54
H 2.11 0.74 3.31
H 0.42 0.39 2.92
C 0.47 2.25 0.62
C -0.97 2.45 0.90
H -1.48 1.49 1.12
H -1.49 2.90 0.05
H -1.13 3.09 1.78
C 3.60 2.41 -1.45
H 4.39 3.02 -0.98
H 3.22 2.95 -2.33
H 4.08 1.49 -1.80
C 0.52 3.10 -1.86
H -0.52 2.77 -1.98
H 1.06 2.76 -2.76
H 0.54 4.20 -1.86
C -1.77 -4.07 0.88
H -2.67 -4.17 1.49
C -1.61 -4.92 -0.24
H -2.39 -5.64 -0.47
C -0.46 -4.77 -1.03
H -0.33 -5.37 -1.93
C 0.52 -3.88 -0.63
H 1.46 -3.75 -1.17
C 0.31 -3.06 0.54
C 1.26 -2.09 0.95
H 1.91 -2.41 1.77
C 1.82 -0.74 -2.34
C 3.97 -1.29 -2.30
H 4.88 -1.69 -1.89
C 3.66 -0.99 -3.59
H 4.27 -1.01 -4.48
N 2.29 -0.67 -3.62
C 1.53 0.06 -4.57
C 2.11 1.17 -5.23
C 1.25 2.06 -5.89
H 1.69 2.90 -6.44
C -0.13 1.92 -5.87
C -1.02 2.89 -6.58
H -1.88 3.17 -5.96
H -1.42 2.45 -7.51
H -0.47 3.80 -6.85
C -0.68 0.81 -5.20
H -1.76 0.68 -5.19
C 0.13 -0.11 -4.54
C -0.52 -1.27 -3.85
H -0.55 -2.16 -4.50
H -1.57 -1.01 -3.63
H -0.04 -1.57 -2.91
C 3.57 1.47 -5.25
H 4.07 0.97 -6.09
H 4.09 1.20 -4.33
H 3.71 2.55 -5.40
C -3.48 -1.02 1.70
P -2.12 -0.36 2.75
C -3.00 0.82 3.85
C -2.27 1.93 4.34
C -2.88 2.87 5.18
C -4.21 2.69 5.57
C -4.94 1.59 5.10
C -4.35 0.67 4.23
C -1.80 -1.76 3.88
C -2.82 -2.40 4.61
C -2.51 -3.48 5.45
C -1.18 -3.90 5.58
C -0.16 -3.25 4.87
C -0.47 -2.20 4.01
H -4.09 -0.19 1.32
H -3.02 -1.56 0.86
H -4.11 -1.72 2.28
H -1.22 2.06 4.05
H -2.31 3.73 5.52
H -4.68 3.41 6.25
H -5.97 1.44 5.42
H -4.94 -0.17 3.86
H -3.85 -2.06 4.52
H -3.31 -3.97 6.00
H -0.94 -4.74 6.23
H 0.88 -3.56 4.98
H 0.31 -1.72 3.42
```


C41H47Cl6N7 | ωB97M-V/def2-TZVPD

Calculated values
Charge: 0
Strongest force on any atom (eV/A): 4.1
LUMO (eV): 0.1672
Highest occupied orbital energy (eV): -9.284
Structure (SMILES): c1ccncc1.c1ccncc1.c1ccncc1.c1ccncc1.c1ccncc1.c1ccncc1.c1ccncc1.ClCCCl.ClCCCl.ClCCCl

```
101
C41H47Cl6N7 ωB97M-V/def2-TZVPD
C -4.20 -6.21 0.37
C -4.03 -5.83 1.65
C -2.80 -6.05 2.28
N -1.76 -6.70 1.63
C -2.02 -7.07 0.34
C -3.17 -6.84 -0.37
H -5.10 -6.11 -0.21
H -4.83 -5.39 2.22
H -2.72 -5.79 3.32
H -1.18 -7.50 -0.19
H -3.24 -7.09 -1.41
C 1.06 8.17 -1.91
C 1.21 9.58 -1.76
C 1.73 10.23 -2.89
N 2.13 9.59 -3.96
C 1.99 8.27 -4.05
C 1.58 7.49 -2.99
H 0.61 7.73 -1.03
H 0.89 10.05 -0.85
H 1.74 11.31 -2.88
H 2.27 7.91 -5.02
H 1.55 6.42 -3.15
C 2.03 -4.65 -7.80
C 0.95 -5.44 -7.38
C 0.19 -6.21 -8.28
N 0.49 -6.19 -9.57
C 1.53 -5.48 -10.04
C 2.33 -4.71 -9.15
H 2.59 -4.10 -7.06
H 0.67 -5.35 -6.34
H -0.67 -6.71 -7.86
H 1.80 -5.66 -11.07
H 3.25 -4.36 -9.60
C -1.62 -0.29 -7.40
C -2.41 -0.72 -6.31
C -3.36 -1.78 -6.47
N -3.61 -2.31 -7.71
C -3.01 -1.79 -8.77
C -1.91 -0.91 -8.64
H -0.78 0.38 -7.31
H -2.19 -0.24 -5.37
H -3.98 -2.26 -5.72
H -3.45 -2.09 -9.71
H -1.33 -0.67 -9.53
C -5.58 8.83 3.61
C -6.70 8.32 2.99
C -6.76 7.07 2.56
N -5.76 6.22 2.67
C -4.59 6.65 3.19
C -4.47 7.95 3.70
H -5.42 9.85 3.92
H -7.62 8.88 2.90
H -7.61 6.63 2.06
H -3.74 5.99 3.10
H -3.63 8.23 4.32
C 1.68 -3.07 6.94
C 2.48 -4.09 6.54
C 3.66 -3.81 5.76
N 4.08 -2.57 5.61
C 3.31 -1.55 6.05
C 2.09 -1.76 6.70
H 0.80 -3.36 7.48
H 2.14 -5.11 6.69
H 4.27 -4.59 5.33
H 3.62 -0.53 5.90
H 1.48 -0.89 6.89
C 7.42 6.30 1.54
C 6.33 5.69 0.91
C 5.35 5.15 1.69
N 5.40 5.15 3.07
C 6.46 5.77 3.64
C 7.48 6.36 2.92
H 8.17 6.74 0.90
H 6.30 5.65 -0.17
H 4.50 4.62 1.27
H 6.60 5.72 4.71
H 8.38 6.75 3.38
Cl 4.13 -9.28 -0.02
C 5.18 -7.87 -0.07
C 4.35 -6.60 0.14
Cl 5.36 -5.23 0.31
H 5.73 -7.85 -1.01
H 5.92 -7.93 0.73
H 3.66 -6.65 0.98
H 3.71 -6.52 -0.74
Cl 0.26 -1.52 -0.61
C -0.23 -1.14 1.05
C 0.10 0.36 1.45
Cl -0.34 1.52 0.19
H 0.28 -1.84 1.71
H -1.31 -1.27 1.02
H 1.14 0.49 1.74
H -0.44 0.72 2.33
Cl -4.71 -0.92 5.78
C -5.72 -0.65 7.25
C -6.00 -2.01 7.93
Cl -7.16 -2.97 7.00
H -6.60 -0.05 7.05
H -5.06 -0.17 7.97
H -6.53 -1.92 8.88
H -5.05 -2.52 8.12
```


C41H48CdN5O2S3 | ωB97M-V/def2-TZVPD

Calculated values
Charge: +1
Strongest force on any atom (eV/A): 0.8
LUMO (eV): -2.9945
Energy relative to the best compared isomer or geometry (same formula, charge and spin) (kJ/mol): 0.0
Highest occupied orbital energy (eV): -10.478

```
100
C41H48CdN5O2S3 ωB97M-V/def2-TZVPD
Cd -0.26 -0.91 -0.18
C 2.84 -0.80 6.47
C 1.33 -0.75 6.22
C 0.77 0.53 6.86
C 0.68 -1.98 6.87
C 0.99 -0.75 4.74
C -0.33 -0.67 4.32
C -0.62 -0.68 2.97
N 0.31 -0.78 2.03
C 1.60 -0.85 2.40
C 1.96 -0.85 3.74
C 2.60 -0.91 1.30
C 3.97 -0.90 1.54
C 4.88 -0.92 0.48
C 4.35 -0.94 -0.80
C 2.97 -0.94 -0.96
N 2.12 -0.94 0.05
C 6.37 -0.93 0.77
C 7.20 -0.96 -0.52
C 6.74 0.34 1.56
C 6.72 -2.17 1.60
H 3.03 -0.78 7.54
H 3.35 0.06 6.02
H 3.28 -1.72 6.07
H 1.02 0.56 7.92
H -0.31 0.59 6.77
H 1.20 1.42 6.38
H 0.90 -1.98 7.94
H 1.07 -2.90 6.44
H -0.40 -1.97 6.75
H -1.14 -0.58 5.03
H -1.64 -0.60 2.61
H 3.00 -0.91 4.02
H 4.34 -0.86 2.55
H 4.98 -0.94 -1.67
H 2.54 -0.94 -1.96
H 7.02 -0.08 -1.13
H 7.00 -1.85 -1.10
H 8.26 -0.96 -0.26
H 6.47 1.24 1.00
H 7.81 0.36 1.75
H 6.23 0.38 2.52
H 6.45 -3.08 1.06
H 6.20 -2.17 2.56
H 7.79 -2.19 1.80
S -0.08 -0.74 -2.91
C -1.12 0.56 -2.98
N -1.92 0.78 -4.03
C -2.82 1.92 -4.04
C -3.36 2.13 -2.65
N -2.24 2.31 -1.74
C -2.44 3.30 -0.68
C -2.39 4.70 -1.24
C -1.22 5.19 -1.81
C -1.19 6.46 -2.37
C -2.33 7.25 -2.37
C -3.50 6.78 -1.79
C -3.53 5.50 -1.23
C -1.14 1.58 -1.87
S 0.21 1.78 -0.92
C -2.01 -0.11 -5.20
C -3.36 -0.79 -5.25
C -3.69 -1.73 -4.28
C -4.93 -2.34 -4.30
C -5.85 -2.03 -5.29
C -5.53 -1.10 -6.27
C -4.28 -0.48 -6.24
H -3.64 1.71 -4.73
H -2.29 2.82 -4.37
H -3.97 1.28 -2.34
H -3.98 3.03 -2.62
H -1.67 3.15 0.07
H -3.41 3.11 -0.22
H -0.33 4.58 -1.80
H -0.27 6.83 -2.81
H -2.31 8.24 -2.80
H -4.39 7.39 -1.78
H -4.44 5.14 -0.78
H -1.21 -0.83 -5.14
H -1.86 0.50 -6.09
H -2.98 -1.98 -3.50
H -5.18 -3.07 -3.54
H -6.82 -2.52 -5.31
H -6.24 -0.86 -7.05
H -4.03 0.24 -7.01
C -4.46 -0.97 -0.17
C -2.95 -0.91 -0.24
O -2.34 0.01 0.38
O -2.34 -1.78 -0.91
H -4.84 -0.32 0.61
H -4.78 -2.00 0.01
H -4.88 -0.67 -1.13
S 0.40 -5.63 -0.77
C -0.53 -5.34 0.64
C -0.65 -4.00 0.84
N -0.03 -3.22 -0.10
C 0.56 -3.95 -1.00
H -0.91 -6.15 1.24
H -1.21 -3.54 1.64
H 1.10 -3.54 -1.85
```